No. 1
C11H12NO2 | ωB97M-V/def2-TZVPD

Last column: Löwdin charge in e.
Geometry (Å):
C (-4.291, 0.602, 0.999)  0.020
C (-4.636, -0.742, 1.597)  -0.636
O (-4.943, -1.656, 0.727)  0.246
O (-4.689, -0.942, 2.791)  0.110
H (-5.031, 1.343, 1.300)  0.101
H (-4.180, 0.516, -0.074)  0.090
H (-3.370, 0.916, 1.466)  0.058
C (4.079, 0.627, -1.477)  -0.042
C (0.918, -0.937, -0.254)  -0.220
C (1.749, 0.188, -0.387)  -0.140
C (2.862, -0.229, -1.216)  -0.221
C (2.737, -1.570, -1.387)  -0.064
C (-0.703, 0.451, 0.693)  -0.108
C (-0.358, -0.826, 0.298)  -0.002
C (0.103, 1.579, 0.594)  -0.094
C (1.369, 1.459, 0.054)  -0.023
N (1.569, -2.006, -0.800)  0.072
H (-1.694, 0.606, 1.089)  0.054
H (-1.046, -1.644, 0.451)  0.107
H (-0.294, 2.570, 0.783)  0.101
H (2.081, 2.267, 0.108)  0.105
H (1.195, -2.936, -0.900)  0.154
H (3.449, -2.200, -1.888)  0.120
H (4.060, 1.078, -2.464)  0.073
H (4.993, 0.045, -1.348)  0.076
H (4.072, 1.441, -0.753)  0.065

Values from the calculation:
E_tot = -17184.7294 eV
LUMO (spin up / spin down) = 0.751 / -3.078 eV
<S²> = 0.7544
Multiplicity = 2
Energy relative to the best compared isomer or geometry (same formula, charge and spin) = 0.819 eV
Max |F| = 1.641 eV/A

***

No. 2
C29H28BrF32NO10P | ωB97M-V/def2-TZVPD

Last column: Löwdin charge in e.
Geometry (Å):
C (7.281, 3.269, -0.815)  -0.122
C (6.615, 1.894, -0.675)  -0.722
Br (7.823, 0.624, 0.163)  0.738
C (6.098, 1.317, -1.992)  -0.177
O (4.711, 0.889, -1.819)  0.022
C (3.848, 1.360, -2.721)  -0.471
O (3.893, 1.237, -3.913)  0.210
C (2.736, 2.194, -2.124)  -0.022
C (2.998, 3.541, -1.896)  0.066
C (1.999, 4.360, -1.453)  0.043
N (0.783, 3.855, -1.237)  -0.092
O (-0.225, 4.673, -0.792)  0.116
C (0.497, 2.554, -1.388)  0.045
C (1.460, 1.688, -1.829)  -0.103
P (1.059, -0.074, -2.027)  0.447
O (1.519, -0.607, -3.295)  -0.184
O (-0.519, -0.167, -1.808)  -0.102
O (1.705, -0.778, -0.754)  -0.072
H (8.358, 3.205, -0.703)  0.062
H (6.908, 3.938, -0.040)  0.079
H (7.049, 3.730, -1.775)  0.069
H (5.764, 1.969, -0.004)  0.083
H (6.136, 2.074, -2.776)  0.123
H (6.673, 0.461, -2.327)  0.115
H (3.971, 3.974, -2.077)  0.138
H (2.159, 5.413, -1.285)  0.159
H (-0.486, 5.230, -1.542)  0.154
H (-0.515, 2.255, -1.156)  0.156
H (-0.693, -0.814, -1.107)  0.098
H (1.670, -0.266, 0.063)  0.104
C (-4.278, -2.021, -3.478)  -0.037
C (-5.293, -0.903, -3.748)  -0.445
C (-5.323, 0.283, -2.780)  -0.313
F (-5.657, -0.109, -1.534)  0.097
F (-6.244, 1.170, -3.209)  0.106
F (-6.528, -1.416, -3.881)  0.148
F (-4.931, -0.359, -4.948)  0.103
O (-4.745, -3.185, -2.827)  0.065
C (-4.772, -3.292, -1.474)  -0.532
C (-6.188, -3.499, -0.926)  -0.282
F (-6.975, -2.468, -1.280)  0.109
F (-6.113, -3.548, 0.422)  0.105
F (-4.152, -2.253, -0.869)  0.135
F (-4.063, -4.403, -1.139)  0.127
H (-3.989, -2.373, -4.467)  0.154
H (-3.374, -1.631, -3.011)  0.139
H (-4.346, 0.775, -2.755)  0.166
H (-6.605, -4.432, -1.309)  0.180
C (-1.774, -5.277, 3.978)  -0.028
C (-2.018, -6.787, 3.851)  -0.440
C (-0.805, -7.688, 3.603)  -0.306
F (-0.210, -7.384, 2.431)  0.096
F (-1.227, -8.969, 3.544)  0.105
F (-2.963, -7.020, 2.917)  0.138
F (-2.526, -7.190, 5.049)  0.107
O (-2.033, -4.490, 2.825)  0.060
C (-1.112, -4.274, 1.855)  -0.542
C (-1.581, -4.818, 0.503)  -0.290
F (-1.800, -6.141, 0.575)  0.117
F (-0.627, -4.604, -0.442)  0.090
F (0.110, -4.722, 2.184)  0.156
F (-1.003, -2.919, 1.698)  0.110
H (-2.512, -4.929, 4.696)  0.119
H (-0.800, -5.053, 4.413)  0.153
H (-0.081, -7.591, 4.416)  0.174
H (-2.494, -4.319, 0.191)  0.141
C (3.406, 6.167, -5.847)  -0.049
C (4.077, 6.237, -4.468)  -0.413
C (4.753, 7.544, -4.041)  -0.307
F (5.782, 7.836, -4.843)  0.121
F (5.222, 7.367, -2.780)  0.091
F (4.926, 5.202, -4.303)  0.127
F (3.071, 6.054, -3.532)  0.055
O (4.128, 5.552, -6.883)  0.054
C (5.006, 6.249, -7.681)  -0.543
C (6.432, 5.694, -7.564)  -0.285
F (6.848, 5.757, -6.282)  0.096
F (7.248, 6.450, -8.321)  0.116
F (4.964, 7.568, -7.434)  0.158
F (4.623, 6.060, -8.956)  0.160
H (2.547, 5.512, -5.700)  0.149
H (3.012, 7.142, -6.138)  0.152
H (4.036, 8.370, -4.039)  0.177
H (6.460, 4.658, -7.906)  0.178
C (-4.995, -2.277, 7.345)  -0.041
C (-3.989, -3.350, 6.898)  -0.438
C (-3.621, -4.429, 7.919)  -0.300
F (-3.039, -3.875, 8.998)  0.104
F (-2.738, -5.298, 7.373)  0.093
F (-2.872, -2.757, 6.415)  0.127
F (-4.575, -3.994, 5.845)  0.100
O (-4.479, -1.033, 7.770)  0.051
C (-4.130, -0.781, 9.067)  -0.551
C (-2.641, -0.430, 9.193)  -0.289
F (-1.876, -1.437, 8.729)  0.099
F (-2.351, -0.232, 10.495)  0.107
F (-4.475, -1.780, 9.894)  0.158
F (-4.807, 0.321, 9.460)  0.146
H (-5.546, -2.035, 6.438)  0.150
H (-5.717, -2.683, 8.053)  0.150
H (-4.509, -4.985, 8.231)  0.177
H (-2.426, 0.478, 8.626)  0.174

Values from the calculation:
E_tot = -218776.9052 eV
LUMO = -4.946 eV
Total charge = +1
Max |F| = 1.201 eV/A

***

No. 3
C17H28O5 | ωB97M-V/def2-TZVPD

Last column: Löwdin charge in e.
Geometry (Å):
C (0.309, -3.128, -2.619)  -0.060
C (1.276, -2.048, -2.165)  -0.235
O (0.541, -1.074, -1.440)  -0.084
C (1.304, -0.009, -0.967)  -0.312
O (2.290, -0.459, -0.056)  -0.003
C (1.764, -0.903, 1.130)  -0.174
C (2.562, -1.929, 1.831)  -0.465
O (2.291, -2.374, 2.920)  0.111
O (3.634, -2.326, 1.135)  0.130
C (0.612, -0.453, 1.637)  0.059
C (-0.207, 0.623, 1.007)  -0.210
C (-1.704, 0.238, 1.036)  -0.284
C (-2.605, 1.406, 0.631)  -0.164
C (-4.075, 1.020, 0.782)  -0.201
C (-4.393, -0.209, -0.063)  -0.208
C (-3.494, -1.374, 0.338)  -0.195
C (-2.024, -0.992, 0.189)  -0.161
C (0.347, 1.038, -0.375)  -0.177
C (0.993, 2.432, -0.339)  -0.130
C (2.168, 2.588, 0.642)  -0.159
C (3.501, 2.843, -0.069)  -0.270
O (3.848, 1.843, -0.992)  -0.065
H (0.844, -3.890, -3.179)  0.075
H (-0.462, -2.695, -3.250)  0.076
H (-0.167, -3.585, -1.756)  0.076
H (2.061, -2.476, -1.528)  0.122
H (1.760, -1.567, -3.028)  0.129
H (1.891, 0.435, -1.789)  0.166
H (4.125, -2.993, 1.639)  0.137
H (0.272, -0.872, 2.571)  0.138
H (-0.119, 1.497, 1.667)  0.153
H (-1.934, -0.007, 2.081)  0.150
H (-2.387, 2.277, 1.255)  0.118
H (-2.419, 1.684, -0.408)  0.117
H (-4.709, 1.857, 0.480)  0.108
H (-4.288, 0.802, 1.831)  0.114
H (-5.442, -0.485, 0.062)  0.107
H (-4.232, 0.026, -1.118)  0.114
H (-3.713, -2.244, -0.284)  0.108
H (-3.697, -1.645, 1.377)  0.115
H (-1.802, -0.791, -0.859)  0.114
H (-1.388, -1.822, 0.502)  0.118
H (-0.479, 1.084, -1.089)  0.141
H (1.344, 2.672, -1.345)  0.119
H (0.209, 3.150, -0.089)  0.115
H (2.270, 1.694, 1.259)  0.104
H (1.990, 3.428, 1.315)  0.115
H (3.448, 3.769, -0.648)  0.120
H (4.292, 2.956, 0.688)  0.116
H (3.792, 0.984, -0.550)  0.076

Values from the calculation:
E_tot = -28321.2526 eV
LUMO = 0.665 eV
SMILES = CCO[C@@H]1OC(C(=O)O)=C[C@H](C2CCCCC2)[C@H]1CCCO
Energy relative to the best compared isomer or geometry (same formula, charge and spin) = 0.000 eV
Max |F| = 0.920 eV/A

***

> E_tot of number 3 (C17H28O5)?

-28321.2526 eV

***

> Look up the E_tot of the first one.

-17184.7294 eV